1.
Here is C28H50NdP2Si as an isolated structure in a non-equilibrium geometry from the Open Molecules 2025 dataset. Energies are from ωB97M-V with the def2-TZVPD basis set.

Last column: Löwdin spin population.
Geometry (Å):
Nd 1.88 -0.78 -0.11  3.089
C -1.45 -0.92 1.54  -0.009
C -1.11 -2.07 0.79  -0.014
C 0.71 -1.50 2.09  -0.011
C -0.34 -0.55 2.34  -0.013
C 0.23 -2.43 1.11  -0.012
C -2.72 -0.16 1.44  -0.001
H -3.05 -0.10 0.40  0.000
H -2.59 0.87 1.79  0.000
H -3.56 -0.58 2.02  0.000
C -0.20 0.65 3.17  -0.002
H -1.15 1.18 3.29  0.000
H 0.52 1.34 2.70  -0.001
H 0.19 0.42 4.17  0.000
C 2.11 -1.40 2.61  -0.001
H 2.10 -1.34 3.71  0.000
H 2.62 -0.46 2.30  -0.001
H 2.73 -2.28 2.35  0.000
C 1.05 -3.51 0.47  -0.002
H 0.89 -4.48 0.96  -0.001
H 2.15 -3.33 0.51  -0.001
H 0.77 -3.66 -0.59  0.000
C -1.96 -2.76 -0.21  -0.002
H -2.23 -3.79 0.07  -0.001
H -1.45 -2.80 -1.18  0.000
H -2.91 -2.22 -0.36  0.000
C -1.04 2.46 -2.13  0.000
C -2.09 1.65 -1.96  0.000
C -2.38 0.29 -2.51  0.000
C -1.52 -0.16 -3.72  0.000
C -0.16 -0.67 -3.43  -0.001
C 1.01 0.00 -3.30  -0.001
C 1.25 1.36 -2.71  -0.001
C 0.10 2.35 -3.08  0.000
H -3.42 0.27 -2.87  0.000
H -1.49 0.66 -4.47  0.000
H -2.32 -0.46 -1.70  0.000
H -0.27 2.05 -4.08  0.000
H -0.96 3.34 -1.46  0.000
H -2.92 2.04 -1.36  0.000
H 0.55 3.35 -3.19  0.000
H 1.43 1.37 -1.60  -0.001
H 1.94 -0.54 -3.57  0.000
H 2.18 1.77 -3.14  0.000
H -2.07 -0.98 -4.23  0.000
H -0.12 -1.76 -3.34  0.000
P -0.29 1.70 -6.10  0.000
C -0.51 3.48 -6.39  0.000
C -1.49 0.97 -7.26  0.000
P 2.03 -0.29 -6.16  0.000
C 1.38 1.34 -6.77  0.000
C 1.27 -1.32 -7.51  0.000
C 3.69 -0.14 -6.96  0.000
H 0.35 4.04 -5.99  0.000
H -1.42 3.82 -5.88  0.000
H -0.61 3.68 -7.47  0.000
H -1.41 1.47 -8.24  0.000
H -2.50 1.14 -6.87  0.000
H -1.34 -0.11 -7.39  0.000
H 3.60 0.11 -8.02  0.000
H 4.22 -1.09 -6.85  0.000
H 4.25 0.64 -6.45  0.000
H 2.06 2.14 -6.43  0.000
H 1.34 1.37 -7.87  0.000
H 1.79 -2.29 -7.53  0.000
H 1.38 -0.84 -8.49  0.000
H 0.21 -1.51 -7.30  0.000
C 2.30 4.63 3.45  0.000
Si 3.37 3.22 2.87  0.001
C 4.93 3.92 2.10  0.000
C 3.85 2.15 4.34  0.000
C 2.52 2.10 1.66  0.000
C 2.05 1.33 0.79  -0.016
H 2.81 5.15 4.27  0.000
H 1.33 4.27 3.82  0.000
H 2.12 5.35 2.64  0.000
H 5.50 4.46 2.87  0.000
H 5.56 3.12 1.68  0.000
H 4.68 4.62 1.28  0.000
H 2.96 1.73 4.84  0.000
H 4.49 1.31 4.02  0.000
H 4.40 2.76 5.06  0.000

Its total energy is -2630.10625 hartree. As for the total charge: +1. The LUMO energy (alpha / beta) comes out at -3.945 / -3.840 eV. As for the spin multiplicity: 4.



2.
Here is one molecule with the formula C5H8N2 from the Open Molecules 2025 dataset. Energies are from ωB97M-V with the def2-TZVPD basis set.

Last column: natural (NBO) charge in e.
Geometry (Å):
C -2.23 -0.01 0.51  -0.606
C -1.27 -0.67 -0.48  -0.234
N 0.05 -0.06 -0.39  -0.429
C 1.03 -0.76 0.02  0.060
C 2.34 -0.16 0.23  -0.147
N 2.42 1.11 0.02  -0.272
C 1.87 2.19 -0.13  0.082
H -3.24 -0.41 0.40  0.208
H -1.90 -0.18 1.54  0.205
H -2.26 1.07 0.34  0.215
H -1.64 -0.52 -1.50  0.195
H -1.23 -1.76 -0.30  0.162
H 0.95 -1.83 0.26  0.161
H 3.21 -0.71 0.57  0.209
H 1.89 2.70 -1.09  0.189

Its total energy is -304.71987 hartree. As for the total charge: 0. The LUMO energy (alpha / beta) comes out at 0.522 / 0.522 eV. For the relative energy (zero: lowest compared OMol25 entry of this formula, charge and spin), the calculation gives 3.146 eV.



3.
Here is a 2-piece molecular cluster, C15H15F9O9 overall in a non-equilibrium geometry from the Open Molecules 2025 dataset. Energies are from ωB97M-V with the def2-TZVPD basis set.

Last column: natural (NBO) charge in e.
Geometry (Å):
C -0.96 0.46 5.25  -0.396
C -1.15 -0.66 4.39  -0.018
C -1.11 -1.83 3.23  -0.504
C -2.30 -1.64 2.08  -0.081
O -1.61 -1.65 0.78  -0.521
C -1.92 -0.46 -0.04  -0.085
C -0.47 0.02 -0.71  0.005
O -0.64 1.49 -0.92  -0.546
C 0.62 2.21 -0.68  0.077
C 0.47 3.67 -1.48  -0.146
O 1.77 4.34 -1.71  -0.288
O 2.02 4.13 -2.99  -0.436
C 0.92 2.59 0.89  -0.570
C -0.39 3.17 1.70  0.792
O -0.58 4.51 1.89  -0.610
O -1.33 2.18 2.24  -0.691
C -0.35 -0.79 -2.13  0.619
F -0.81 -2.23 -2.04  -0.296
F -1.41 -0.15 -3.01  -0.372
C 1.03 -0.65 -2.95  0.545
F 1.10 0.77 -3.45  -0.384
F 0.87 -1.47 -4.21  -0.349
C 2.44 -1.02 -2.30  0.494
F 3.14 -1.98 -3.24  -0.344
F 3.30 0.22 -2.34  -0.374
C 2.58 -1.63 -0.82  0.919
F 3.86 -2.43 -0.82  -0.347
F 2.87 -0.51 0.15  -0.366
F 1.54 -2.57 -0.35  -0.272
H -0.63 1.34 5.99  0.275
H -0.06 -1.79 2.67  0.263
H -1.16 -2.93 3.69  0.280
H -2.94 -2.64 2.16  0.263
H -2.99 -0.72 2.27  0.176
H -2.35 0.45 0.55  0.192
H -2.72 -0.71 -0.88  0.221
H 0.34 -0.25 0.09  0.227
H 1.58 1.68 -1.10  0.214
H -0.33 4.38 -0.99  0.210
H 0.03 3.40 -2.56  0.222
H 2.25 3.15 -3.03  0.455
H 1.72 3.48 0.89  0.258
H 1.44 1.67 1.42  0.241
H -0.78 1.36 2.43  0.506
C -1.69 -5.03 -0.01  0.901
O -0.90 -5.84 -0.47  -0.808
O -1.95 -4.89 1.19  -0.814
O -2.35 -4.23 -0.68  -0.739

Its total energy is -2155.85756 hartree. As for the total charge: -2. The LUMO energy comes out at 3.721 eV.



4.
Here is C3H4O2 as an isolated structure in a non-equilibrium geometry from the Open Molecules 2025 dataset. Energies are from ωB97M-V with the def2-TZVPD basis set.

Last column: natural (NBO) charge in e.
Geometry (Å):
C -0.98 0.03 -0.61  0.341
C -2.51 -0.22 0.56  0.454
C 0.20 0.07 0.37  -0.648
O -1.88 -1.10 -0.31  -0.519
O -1.95 0.93 0.00  -0.529
H -0.96 0.31 -1.72  0.204
H -0.11 0.29 1.34  0.238
H 1.00 0.86 0.01  0.228
H 0.71 -0.88 0.40  0.232

Its total energy is -267.06706 hartree. As for the total charge: 0. The LUMO energy comes out at 0.900 eV. For the relative energy (zero: lowest compared OMol25 entry of this formula, charge and spin), the calculation gives 3.421 eV.



5.
Here is one molecule with the formula C22H29N3O4 from the Open Molecules 2025 dataset. Energies are from ωB97M-V with the def2-TZVPD basis set.

Last column: natural (NBO) charge in e.
Geometry (Å):
C -5.47 -3.28 0.67  -0.252
O -4.93 -2.13 1.27  -0.536
C -5.65 -0.95 1.01  -0.070
C -5.36 -0.34 -0.37  -0.252
N -3.98 0.07 -0.48  -0.384
C -3.04 -0.84 -0.82  0.093
C -1.71 -0.58 -0.88  -0.224
C -1.31 0.76 -0.62  0.003
C -2.28 1.69 -0.21  0.041
N -1.70 2.91 0.01  -0.321
C -0.37 2.81 -0.28  0.156
C 0.62 3.79 -0.23  -0.245
C 1.89 3.44 -0.63  -0.195
C 2.18 2.15 -1.10  -0.247
C 1.21 1.17 -1.14  -0.205
C -0.08 1.48 -0.70  -0.055
H 1.43 0.19 -1.53  0.222
H 3.18 1.92 -1.44  0.217
H 2.68 4.17 -0.61  0.215
H 0.40 4.79 0.10  0.219
C -2.36 4.11 0.43  -0.424
H -2.25 4.90 -0.33  0.199
H -3.42 3.90 0.56  0.268
H -1.94 4.47 1.37  0.199
C -3.68 1.38 -0.09  0.615
O -4.57 2.13 0.28  -0.661
C -0.80 -1.72 -1.15  0.670
O -1.06 -2.60 -1.95  -0.626
N 0.30 -1.75 -0.36  -0.617
H 0.43 -1.01 0.32  0.399
C 1.26 -2.83 -0.39  -0.228
C 2.68 -2.37 -0.72  -0.418
H 3.31 -3.25 -0.86  0.218
H 2.68 -1.81 -1.66  0.209
C 3.30 -1.50 0.37  -0.060
O 4.63 -1.24 0.00  -0.544
C 5.41 -0.55 0.97  0.108
C 6.87 -0.81 0.62  -0.615
H 7.07 -1.88 0.62  0.216
H 7.08 -0.42 -0.36  0.210
H 7.52 -0.34 1.35  0.207
C 5.11 0.95 1.00  -0.636
H 4.07 1.14 1.24  0.213
H 5.33 1.38 0.02  0.207
H 5.74 1.43 1.74  0.212
H 5.19 -0.98 1.97  0.157
H 2.73 -0.57 0.49  0.162
H 3.28 -2.04 1.33  0.158
H 0.90 -3.52 -1.15  0.245
H 1.26 -3.34 0.58  0.187
H -3.40 -1.84 -1.04  0.228
H -5.98 0.56 -0.49  0.252
H -5.59 -1.05 -1.17  0.206
H -6.73 -1.12 1.11  0.171
H -5.33 -0.24 1.78  0.204
H -5.44 -3.25 -0.42  0.160
H -4.85 -4.11 1.01  0.201
H -6.50 -3.45 0.99  0.168

Its total energy is -1320.99090 hartree. As for the total charge: 0. The LUMO energy comes out at 0.408 eV. For the relative energy (zero: lowest compared OMol25 entry of this formula, charge and spin), the calculation gives 0.000 eV.



6.
Here is C6H8NaO7 as an isolated structure in a non-equilibrium geometry from the Open Molecules 2025 dataset. Energies are from ωB97M-V with the def2-TZVPD basis set.

Last column: natural (NBO) charge in e.
Geometry (Å):
Na -3.94 4.46 -9.15  0.935
C -7.73 3.36 -6.74  -0.495
C -6.87 3.60 -7.79  0.373
C -7.33 4.10 -9.06  0.322
O -6.58 4.39 -10.12  -0.847
C -8.63 4.43 -9.29  -0.479
C -9.60 4.32 -8.19  0.457
C -9.08 3.55 -6.88  0.407
O -9.84 3.19 -5.99  -0.664
O -10.69 4.84 -8.15  -0.621
O -5.66 3.23 -7.52  -0.799
H -7.40 2.87 -5.84  0.197
H -8.97 4.79 -10.25  0.197
O -4.29 6.17 -7.59  -0.957
H -3.70 6.54 -6.93  0.471
H -5.05 6.75 -7.59  0.495
O -3.02 2.22 -9.88  -0.960
H -3.57 1.95 -10.61  0.484
H -2.61 1.41 -9.57  0.481
O -1.21 5.22 -8.27  -0.938
H -0.67 5.64 -7.60  0.475
H -1.48 5.93 -8.85  0.466

Its total energy is -922.45782 hartree. As for the total charge: -1. The LUMO energy comes out at 1.210 eV.



Question: What is the total charge in the first record?
Answer: +1



Question: Among the records above, which one has the highest total charge?
Answer: C28H50NdP2Si



Question: Among the records above, which one has the highest total charge?
Answer: C28H50NdP2Si



Question: Which of these has the highest total charge?
Answer: C28H50NdP2Si